A structure of composition C30H33N4O4PPdS, computed with the ωB97M-V functional and the def2-TZVPD basis.

Cartesian coordinates (Å):
Pd (0.26215, -0.07913, -0.40360)
N (1.54822, -1.94450, -0.78769)
C (1.40533, -2.47751, -2.15233)
C (1.35547, -1.29534, -3.08138)
N (0.20319, -0.47172, -2.68461)
H (2.45909, -1.50581, -0.70778)
H (1.50716, -2.65722, -0.06666)
H (0.48175, -3.05610, -2.20799)
H (2.23134, -3.13672, -2.41507)
H (1.27955, -1.62110, -4.11865)
H (2.25819, -0.69701, -2.97908)
H (-0.66568, -0.91702, -2.95778)
H (0.22353, 0.44550, -3.11937)
N (-1.38881, 4.06822, 0.29685)
C (-0.91219, 2.89713, 0.71541)
O (-0.69997, 2.01370, -0.15051)
C (-0.65158, 2.82983, 2.20364)
C (-0.75917, 1.52257, 2.89272)
H (-1.47852, 4.24522, -0.69010)
H (-1.54282, 4.83222, 0.93278)
H (-1.30071, 3.55767, 2.69276)
H (0.36873, 3.22501, 2.31244)
H (-0.57683, 0.59143, 2.38589)
H (-0.70499, 1.50419, 3.97375)
O (2.43037, -1.83911, 1.99582)
C (2.73517, -0.74074, 1.61882)
N (1.79710, 0.20011, 1.11111)
S (2.56756, 1.39020, 0.27770)
O (2.16213, 2.70101, 0.65295)
O (2.28424, 0.99815, -1.11709)
C (4.18370, 0.99817, 0.78804)
C (5.36382, 1.68378, 0.57253)
C (6.50551, 1.14938, 1.15406)
C (6.45161, -0.01947, 1.91741)
C (5.25375, -0.69385, 2.12153)
C (4.11276, -0.16915, 1.54666)
H (5.39881, 2.59377, -0.01409)
H (7.45300, 1.65339, 1.01500)
H (7.36115, -0.40345, 2.36186)
H (5.20080, -1.60072, 2.71189)
C (-3.21496, 0.46471, -4.92923)
C (-3.46329, -0.78474, -4.37886)
C (-3.19320, -1.02429, -3.03558)
C (-2.67140, -0.00057, -2.24296)
C (-2.40538, 1.25262, -2.80537)
C (-2.68224, 1.48204, -4.14339)
P (-2.32384, -0.26594, -0.49212)
C (-3.54974, 0.70595, 0.40405)
C (-3.61969, 0.59480, 1.79510)
C (-4.64051, 1.21490, 2.49433)
C (-5.60250, 1.95165, 1.81178)
C (-5.54109, 2.06260, 0.42960)
C (-4.52022, 1.44510, -0.27898)
C (-2.73821, -1.97822, -0.09710)
C (-4.07332, -2.33747, 0.11032)
C (-4.39752, -3.66634, 0.33321)
C (-3.40115, -4.63664, 0.36460)
C (-2.07236, -4.28221, 0.17867)
C (-1.74227, -2.95447, -0.05131)
H (-3.44032, 0.64930, -5.97177)
H (-3.87538, -1.57679, -4.99176)
H (-3.40038, -1.99852, -2.60912)
H (-1.97393, 2.03499, -2.19180)
H (-2.48599, 2.45466, -4.57679)
H (-2.88810, 0.01206, 2.33440)
H (-4.69455, 1.11067, 3.57156)
H (-6.40663, 2.42979, 2.35688)
H (-6.29711, 2.62345, -0.10621)
H (-4.50234, 1.53031, -1.35544)
H (-4.85316, -1.58596, 0.09471)
H (-5.43215, -3.94528, 0.49017)
H (-3.66299, -5.67208, 0.54637)
H (-1.29759, -5.03856, 0.22417)
H (-0.70730, -2.66914, -0.17216)

Properties
- HOMO-LUMO gap (alpha / beta): 8.05 / 5.48 eV
- HOMO (alpha / beta): -13.233 / -14.429 eV
- Energy above the lowest of the compared OMol25 structures with the same formula, charge and spin: 1.327 eV
- LUMO level (alpha / beta): -5.18 / -8.95 eV
- 2S+1: 5
- Charge: +2

An isolated molecule of C4H4Br2ClN, computed with the ωB97M-V functional and the def2-TZVPD basis.

Cartesian coordinates (Å):
C (1.31211, 0.03412, 0.12888)
C (-0.22114, -1.27384, 1.21539)
C (0.40094, 0.60125, -0.89617)
C (-1.03538, 0.49630, -0.49912)
N (0.93254, -0.70634, 1.03966)
Cl (1.05104, 2.37510, -1.15236)
Br (-1.58891, 1.71674, 0.91257)
Br (-2.33047, -0.01727, -1.79138)
H (2.42922, 0.02112, 0.09190)
H (-0.66819, -1.16040, 2.17228)
H (-0.65412, -2.06060, 0.58149)
H (0.37235, -0.02617, -1.80313)

Properties
- HOMO-LUMO gap (alpha / beta): 7.58 / 6.64 eV
- HOMO (alpha / beta): -8.038 / -7.603 eV
- Energy above the lowest of the compared OMol25 structures with the same formula, charge and spin: 3.557 eV
- LUMO level (alpha / beta): -0.46 / -0.96 eV
- 2S+1: 1

A cluster of 2 separate species, CH7NSi in total, computed with the ωB97M-V functional and the def2-TZVPD basis.

Cartesian coordinates (Å):
C (1.14060, -0.67421, 0.35465)
N (0.00302, -0.37057, -0.41732)
Si (-1.16122, 0.85392, -0.05939)
H (1.91898, 0.09667, 0.55854)
H (0.91260, -1.16582, 1.35105)
H (1.66773, -1.51333, -0.18751)
H (0.19112, -1.07829, -1.81785)
H (-1.87688, 0.67896, 1.13724)
H (-2.28744, 1.09404, -1.04510)
H (-0.50851, 2.07864, 0.12569)

Properties
- HOMO-LUMO gap: 8.67 eV
- HOMO: -9.013 eV
- Energy above the lowest of the compared OMol25 structures with the same formula, charge and spin: 3.651 eV
- LUMO level: -0.35 eV
- 2S+1: 1

An isolated molecule of C3H7NOS, computed with the ωB97M-V functional and the def2-TZVPD basis.

Cartesian coordinates (Å):
C (0.81425, -1.39353, -1.03636)
C (0.35752, -1.26514, 0.18082)
S (0.17296, 0.44444, 0.57822)
C (0.16856, 1.18216, -0.97132)
N (-1.25744, 0.45745, 1.46378)
O (1.22601, 0.90030, 1.46247)
H (1.08146, -2.35288, -1.46462)
H (1.03626, -0.56096, -1.62587)
H (0.21561, -2.10598, 0.85378)
H (0.60496, 2.08161, -0.64679)
H (-0.73645, 1.44042, -1.46551)
H (-1.84420, -0.13427, 1.01369)
H (-1.83949, 1.30638, 1.65771)

Properties
- HOMO-LUMO gap: 8.54 eV
- HOMO: -7.934 eV
- Energy above the lowest of the compared OMol25 structures with the same formula, charge and spin: 5.333 eV
- LUMO level: 0.61 eV
- 2S+1: 1